Formula: C23H28GaGeNO5PS4
Source: OMol25
Level of theory: the ωB97M-V functional and the def2-TZVPD basis

ORCA input file:
```
! wB97M-V def2-TZVPD RIJCOSX def2/J DEFGRID3
* xyz -1 1
C -2.663 -1.027 -0.931
S 0.197 -1.224 2.042
H 1.835 2.577 -0.664
N 2.440 -0.419 -2.622
H -1.267 2.655 1.464
P 2.083 -0.820 2.145
H 0.243 2.218 4.878
H 4.011 -1.105 5.174
C -2.798 -0.043 0.080
Ge -0.200 1.085 -0.823
H -5.476 -2.828 -0.401
H 1.549 -3.865 -4.207
O 2.833 -1.980 2.972
C 1.980 -3.703 -3.223
H 1.179 -0.129 4.528
H -1.864 3.408 -1.702
C 0.699 1.893 3.942
H -2.662 4.298 -3.845
H 4.161 -2.864 5.116
H 0.421 3.449 -0.054
C -2.008 1.886 1.282
C -4.737 -2.048 -0.263
H -0.085 1.550 3.268
S 3.571 1.027 -4.728
H -5.772 -1.137 1.361
S 0.660 -3.292 -2.129
O -0.169 -4.452 -2.001
H -1.795 -1.013 -1.580
Ga 1.249 -0.826 -1.124
H 1.203 2.745 3.486
S 3.090 -0.506 0.426
H -4.973 0.835 2.566
O 0.037 -2.064 -2.653
C 4.245 -1.897 3.189
H 2.691 -2.881 -3.248
C 1.690 0.779 4.197
C -0.827 1.735 -2.570
H 1.234 2.223 0.954
C -1.810 0.968 0.286
C -1.602 2.893 -2.620
C -2.060 3.398 -3.827
C -3.599 -2.005 -1.097
H -2.102 3.139 -5.958
H 4.651 -0.989 2.738
H 2.441 -4.613 -2.852
C -1.748 2.747 -5.012
C -4.902 -1.112 0.714
C 4.518 -1.933 4.678
H 2.426 1.061 4.953
H -0.730 1.082 -5.900
C -0.982 1.593 -4.980
C 2.909 0.205 -3.502
C -3.154 1.847 2.111
C -3.940 -0.091 0.910
H 5.588 -1.847 4.870
O 2.429 0.510 2.996
H 4.695 -2.750 2.677
C -0.528 1.091 -3.767
O 1.325 -2.821 -0.861
C 0.933 2.487 -0.059
H 0.067 0.186 -3.762
C -4.094 0.880 1.932
H -3.273 2.586 2.894
H -3.460 -2.755 -1.864
*
```

Properties
- lowest unoccupied orbital energy (eV) = 2.646
- E (a.u.) = -7260.319013
- highest occupied orbital energy (eV) = -5.61
- relative energy (zero: lowest compared OMol25 entry of this formula, charge and spin) (kJ/mol) = 27.74

Here are the natural (NBO) charges for atoms 1 to 5, given in e: number 1, C, carries -0.13; number 2, S, carries -0.58; number 3, H, carries 0.24; number 4, N, carries -0.79; number 5, H, carries 0.21

Formula: C23H28INO5Si
Source: OMol25
Level of theory: the ωB97M-V functional and the def2-TZVPD basis

ORCA input file:
```
! wB97M-V def2-TZVPD RIJCOSX def2/J DEFGRID3
* xyz 0 1
H 1.260 -3.189 -1.305
H -5.600 -0.159 -0.271
O 4.109 -6.619 -1.108
C 1.722 2.298 -2.259
C 1.822 4.462 5.528
H 1.274 1.880 2.597
H 5.746 -5.133 -2.465
C 3.831 -5.494 -1.463
H -4.085 0.268 0.481
C 4.793 -4.671 -2.239
C 1.399 2.546 3.440
C 3.174 -2.829 -2.306
H -3.655 1.723 -1.582
H -1.063 -4.144 -3.596
H 2.429 1.523 -2.519
H 0.014 2.623 -1.028
C -1.091 -3.349 -2.917
C 1.191 3.147 5.810
H -4.333 -1.969 -0.837
C 2.209 4.791 4.299
N -5.276 2.428 -0.429
C -1.430 -2.443 -2.198
C 2.029 3.859 3.158
C -3.926 -1.047 -1.246
H 1.159 2.617 -3.123
H 0.550 1.262 4.893
C 1.011 2.216 4.669
C -1.151 -0.824 1.672
C -1.718 -1.844 0.746
H 5.176 -2.822 -3.198
H -1.415 0.687 -2.395
H -4.908 2.338 0.508
O 2.383 4.160 2.038
H -4.994 3.353 -0.727
O 2.897 -1.703 -2.660
C 0.298 0.467 -1.145
C -4.573 0.118 -0.480
H 2.315 3.159 -1.971
H 1.398 2.058 -0.163
I 0.777 -1.358 2.564
H 2.670 5.744 4.072
H -5.244 1.252 -2.157
H 1.945 5.127 6.373
C 2.518 -4.885 -1.138
H 0.539 0.021 -0.186
H -1.689 1.246 -0.745
C 4.489 -3.437 -2.631
O 0.836 2.848 6.930
O -1.658 0.197 1.944
H 0.807 -0.048 -1.947
H -2.661 -2.187 1.152
H -1.057 -2.692 0.662
H -4.193 -1.043 -2.296
C -1.231 0.470 -1.347
Si -2.060 -1.172 -1.004
C 2.213 -3.651 -1.530
H 1.831 -5.500 -0.570
C 0.835 1.921 -1.080
C -4.642 1.400 -1.272
*
```

Properties
- lowest unoccupied orbital energy (eV) = -1.512
- E (a.u.) = -1911.252821
- highest occupied orbital energy (eV) = -9.47

Here are the natural (NBO) charges for atoms 1 to 5, given in e: number 1, H, carries 0.24; number 2, H, carries 0.21; number 3, O, carries -0.49; number 4, C, carries -0.61; number 5, C, carries -0.23

Formula: C23H28MoN5OSSi
Source: OMol25
Level of theory: the ωB97M-V functional and the def2-TZVPD basis

ORCA input file:
```
! wB97M-V def2-TZVPD RIJCOSX def2/J DEFGRID3
* xyz 3 3
C 4.281 2.643 -1.608
Si -2.741 0.227 1.122
H 4.502 3.350 -2.393
C -0.316 -1.994 -2.249
C 3.724 0.821 0.428
C 0.724 2.321 0.822
H 2.303 3.776 0.985
C -0.620 -2.268 -3.586
H -0.382 -1.630 -5.617
C -1.425 2.929 1.680
C -0.615 -2.889 -1.156
H -0.213 -4.610 3.292
C 0.283 -2.897 2.282
H -2.905 1.240 3.453
H -4.162 -1.718 0.751
H -3.436 1.207 -1.075
H 5.844 0.578 0.578
H -1.538 4.888 2.491
H -2.636 -2.310 1.301
C 0.591 -0.312 -4.214
C -3.093 -1.584 0.637
C -0.167 -1.421 -4.581
O 1.391 1.286 0.224
H -2.057 -4.092 -2.157
N -0.949 0.668 0.720
C 1.264 3.550 1.166
H -0.536 -4.898 -1.868
C 5.037 1.068 0.055
H -3.729 2.399 0.181
H -4.803 1.034 0.013
H -1.198 -3.137 -3.847
C 5.314 1.977 -0.959
H 0.826 5.429 2.080
H -3.445 -0.411 3.429
S 1.116 -1.396 2.376
C 0.435 4.473 1.778
H -1.723 -0.046 3.419
H -2.870 -1.828 -0.396
C -2.694 0.264 3.028
Mo 0.492 -0.530 0.178
N -0.289 -3.250 1.117
C -0.898 4.161 2.016
C 2.702 1.512 -0.216
H -1.689 -4.682 -0.548
N 0.341 -0.849 -1.891
H 1.000 0.349 -4.962
H 1.330 0.847 -2.570
C 0.788 -0.047 -2.870
H -2.461 2.741 1.898
N 0.226 -3.700 3.324
C -1.257 -4.205 -1.424
C -3.759 1.334 -0.040
H 6.340 2.174 -1.233
H 0.662 -3.450 4.203
C -0.617 1.952 1.082
H -0.685 -4.184 0.998
C 2.965 2.424 -1.234
H 2.156 2.966 -1.706
N -0.219 -2.418 0.022
H 3.489 0.168 1.268
*
```

Properties
- lowest unoccupied orbital energy (alpha / beta) (eV) = -10.874 / -10.923
- E (a.u.) = -1997.243764
- highest occupied orbital energy (alpha / beta) (eV) = -17.06 / -17.08

Here are the natural (NBO) charges for atoms 1 to 5, given in e: number 1, C, carries -0.15; number 2, Si, carries 1.72; number 3, H, carries 0.25; number 4, C, carries 0.10; number 5, C, carries -0.28

Formula: C23H28N2O5S
Source: OMol25
Level of theory: the ωB97M-V functional and the def2-TZVPD basis

ORCA input file:
```
! wB97M-V def2-TZVPD RIJCOSX def2/J DEFGRID3
* xyz 0 1
C 3.625 -0.301 0.535
H -4.962 1.395 2.061
H -0.985 -4.357 -1.840
C -0.259 -2.009 1.660
H -0.058 -4.639 2.616
C 0.081 -4.246 -2.047
C -3.201 1.254 -0.820
C -4.204 1.100 1.337
H 0.267 -4.441 -3.103
O 1.941 1.225 2.542
O -1.096 1.716 -2.680
H -0.110 -0.031 2.462
C 3.988 1.753 -0.679
O 0.516 -2.919 -1.841
C -0.006 -0.651 1.588
C 3.353 1.036 0.316
C 0.508 1.992 -0.906
O 2.086 3.223 1.116
H -6.045 -0.342 -1.032
H -5.655 1.942 -1.538
H -1.752 -4.340 2.128
H -6.332 2.384 0.028
H -2.543 -0.674 -0.050
H 4.790 -1.978 -0.103
H -3.237 1.036 1.832
H 3.105 -0.817 1.326
H 1.247 1.702 -1.663
H -4.670 -1.079 1.159
C -4.200 1.985 0.089
S 2.023 1.797 1.233
H -3.957 3.035 0.234
O -0.345 -4.197 0.607
H -6.719 0.140 0.524
H 5.943 -0.722 -1.882
C 0.420 -0.090 0.392
H 0.872 -0.520 -1.673
C 0.563 -0.910 -0.718
N -1.843 1.657 -0.544
H -3.368 1.465 -1.879
C 5.213 -0.226 -1.261
C -0.113 -2.844 0.558
C -5.607 1.740 -0.470
C -5.861 0.255 -0.140
C -4.569 -0.169 0.569
H 3.745 2.796 -0.807
H -1.549 1.668 0.421
C -3.449 -0.235 -0.473
H 0.641 3.055 -0.689
C 4.565 -0.934 -0.260
C 0.300 -2.275 -0.662
H 5.441 1.663 -2.247
C -0.792 -4.763 1.814
N 0.671 1.298 0.352
H -0.578 -2.418 2.604
H -0.919 -5.824 1.604
H -3.730 -0.818 -1.348
C -0.893 1.765 -1.486
H 0.644 -4.957 -1.440
C 4.932 1.116 -1.469
*
```

Properties
- lowest unoccupied orbital energy (eV) = 0.546
- E (a.u.) = -1777.119358
- highest occupied orbital energy (eV) = -8.22
- relative energy (zero: lowest compared OMol25 entry of this formula, charge and spin) (kJ/mol) = 171.51

Here are the natural (NBO) charges for atoms 1 to 5, given in e: number 1, C, carries -0.21; number 2, H, carries 0.21; number 3, H, carries 0.18; number 4, C, carries -0.29; number 5, H, carries 0.18

Formula: C23H28N4O5S
Source: OMol25
Level of theory: the ωB97M-V functional and the def2-TZVPD basis

ORCA input file:
```
! wB97M-V def2-TZVPD RIJCOSX def2/J DEFGRID3
* xyz 0 1
H -8.029 -0.627 0.085
C 2.885 0.686 1.205
C 1.577 1.523 -1.399
H -3.279 -1.468 -1.269
H -3.325 -0.482 1.021
C -7.729 -2.452 1.408
H -1.050 3.271 -1.254
C 3.934 -2.582 -0.101
C -4.750 -0.327 -1.870
H -4.905 1.828 -0.165
C 2.582 -2.292 0.046
H -1.169 -1.353 0.810
C 1.964 -2.373 1.254
H -0.225 -1.238 -1.714
C -0.100 -1.585 0.403
H 4.147 -2.403 -1.033
C 0.995 1.696 0.003
H -5.069 0.845 -2.385
H -6.164 -2.102 -0.867
H 3.320 0.884 -2.191
H -6.885 -2.867 2.005
H 2.665 -2.382 2.121
N -5.590 -0.220 -0.821
C 1.740 1.333 1.079
H 0.275 -2.025 2.278
H -2.817 1.373 0.985
C 2.810 1.009 -1.168
C -5.938 -1.319 -0.047
C -7.148 -1.033 0.719
H 2.042 -1.721 -1.993
C 1.751 -1.782 -1.144
C -1.453 2.552 -0.602
H -7.882 -3.250 0.444
S 5.046 -0.093 -0.053
O 5.504 -0.353 -1.621
H 1.016 1.674 -2.146
N -2.845 0.503 -0.945
H -5.558 0.829 1.319
H -5.178 -1.569 0.876
C 0.643 -2.121 1.432
C -1.840 1.261 -1.387
N 4.805 -1.776 0.561
H -1.964 2.842 0.113
H 4.319 -3.631 0.306
O -1.487 1.361 -2.483
C -3.486 0.598 0.305
C -0.443 1.834 1.632
O 0.758 1.427 2.320
H -7.258 -0.398 1.610
N -0.266 1.813 0.246
H -5.332 -0.847 -2.633
H 5.697 -1.796 0.895
O -1.489 2.161 2.543
H -8.565 -2.332 2.160
O 6.066 0.716 0.339
H 3.443 0.540 2.063
C 3.547 0.484 -0.074
H -2.842 -0.495 -2.700
C -5.006 0.825 0.246
C 0.375 -1.603 -1.019
C -3.317 -0.642 -1.657
*
```

Properties
- lowest unoccupied orbital energy (eV) = -0.831
- E (a.u.) = -1885.973283
- highest occupied orbital energy (eV) = -8.75
- relative energy (zero: lowest compared OMol25 entry of this formula, charge and spin) (kJ/mol) = 2038.34

Here are the natural (NBO) charges for atoms 1 to 5, given in e: number 1, H, carries 0.21; number 2, C, carries -0.14; number 3, C, carries -0.19; number 4, H, carries 0.19; number 5, H, carries 0.16

Formula: C23H28N5Sr
Source: OMol25
Level of theory: the ωB97M-V functional and the def2-TZVPD basis

ORCA input file:
```
! wB97M-V def2-TZVPD RIJCOSX def2/J DEFGRID3
* xyz 3 1
H -3.818 -1.669 2.623
H 1.976 3.936 -1.016
C -4.788 -1.590 0.720
H -0.436 3.548 1.679
H 1.455 1.420 0.819
H -5.783 -1.559 1.148
H -2.825 -2.665 -2.987
C 3.685 -1.658 1.577
H 5.791 -1.573 1.179
C 3.087 -1.653 -2.625
C 4.628 -1.576 -0.624
H 2.124 -1.590 3.771
N -0.015 3.959 -0.339
C -1.204 -1.625 3.209
H 1.909 1.649 -1.522
H -1.584 4.007 -1.738
C -3.677 -1.649 1.553
N 2.267 -1.688 -0.334
C 4.799 -1.600 0.748
H -2.102 3.883 -0.055
C -4.613 -1.568 -0.651
H -2.135 -1.591 3.754
C -1.170 -1.704 1.826
H 0.772 4.201 -2.279
C 0.341 3.293 0.961
H 2.811 -2.657 -2.963
H -2.018 1.535 -0.145
N -2.253 -1.685 -0.354
C -1.382 3.522 -0.786
C -1.358 1.977 -0.891
H -5.460 -1.519 -1.322
C -2.416 -1.691 0.989
C -0.006 -1.598 3.905
N 0.000 1.453 -0.678
H 0.570 1.894 -2.644
C 2.426 -1.697 1.008
H -3.949 -1.347 -3.207
H 3.977 -1.378 -3.185
C -3.324 -1.628 -1.162
C 0.431 1.770 0.690
H 2.300 -0.946 -2.907
H -1.711 1.672 -1.874
C 1.174 -1.706 1.837
H -0.011 -1.546 4.987
H -2.258 -0.973 -2.928
Sr 0.009 -2.142 -1.202
C 1.197 -1.626 3.220
H 1.282 3.715 1.305
C 0.921 2.093 -1.632
C 1.004 3.620 -1.390
H 5.477 -1.527 -1.292
C -3.068 -1.654 -2.646
N 0.005 -1.753 1.170
H 3.822 -1.682 2.647
C 3.341 -1.632 -1.139
H -0.199 1.229 1.395
H -0.021 4.970 -0.201
*
```

Properties
- lowest unoccupied orbital energy (eV) = -8.721
- E (a.u.) = -1196.937053
- highest occupied orbital energy (eV) = -17.11

Here are the natural (NBO) charges for atoms 1 to 5, given in e: number 1, H, carries 0.24; number 2, H, carries 0.24; number 3, C, carries -0.10; number 4, H, carries 0.24; number 5, H, carries 0.23

Formula: C23H29AsBBrCrF4NO7SSb2
Source: OMol25
Level of theory: the ωB97M-V functional and the def2-TZVPD basis

ORCA input file:
```
! wB97M-V def2-TZVPD RIJCOSX def2/J DEFGRID3
* xyz 0 4
Sb -0.404 0.690 3.081
Sb 1.555 1.648 0.442
C 3.403 1.247 1.463
O -1.584 0.271 -3.674
C -4.230 1.603 -0.331
O 2.156 -0.524 -0.919
H 0.679 -0.414 5.291
H -1.001 2.321 -1.011
C 1.641 3.458 5.086
C 0.827 3.517 1.403
H 3.229 3.397 -0.852
Cr 0.241 -0.279 -0.518
H 1.753 0.895 4.722
H -3.211 3.363 -1.068
C 2.914 3.994 5.080
C 0.906 3.311 3.911
C 2.759 4.273 2.714
O 3.697 -2.607 -1.768
B 0.731 -2.598 2.096
O -0.818 -1.346 -2.024
H -2.988 0.385 3.987
H -1.863 0.225 5.348
C 1.686 -1.804 -3.708
H -0.608 -0.631 -5.879
C -1.868 1.764 -0.675
H -0.255 3.483 1.482
H 1.122 4.298 0.712
H 1.191 3.154 6.022
H -2.084 -1.127 4.218
F -0.052 -2.259 3.171
C 1.158 0.037 4.427
O 1.053 -2.970 -1.124
H 0.788 -1.974 -7.455
H -0.779 2.623 4.998
C 2.515 2.652 -1.214
H -4.830 -0.317 0.435
H 3.320 -3.084 -4.164
H 1.437 -3.582 -0.484
C 3.475 4.417 3.886
H 3.035 1.889 -1.792
H -5.510 2.972 -0.722
Br -2.452 -1.979 0.615
C -2.723 -0.202 0.093
C -3.111 2.346 -0.725
H 1.764 3.126 -1.852
C 1.490 3.704 2.695
H 2.776 -3.180 -6.597
H 3.265 0.508 2.252
C 2.474 -2.547 -4.582
S -0.460 -0.323 -3.013
H 3.773 2.181 1.887
C -4.011 0.297 0.103
F 0.396 -1.497 1.080
C 2.154 -2.603 -5.929
F 2.052 -2.433 2.341
N -1.643 0.505 -0.263
C 0.591 -1.124 -4.194
H 4.095 0.854 0.712
F 0.418 -3.779 1.536
O 0.341 0.692 -2.275
O -5.476 2.083 -0.346
H 4.464 4.850 3.875
C -2.048 -0.049 4.316
C -0.444 2.728 3.972
H 3.464 4.087 6.005
As 2.241 -1.916 -1.825
H -1.171 3.324 3.427
H 1.784 -0.707 3.947
H 3.179 4.613 1.779
C 1.048 -1.915 -6.407
C 0.262 -1.173 -5.539
*
```

Properties
- lowest unoccupied orbital energy (alpha / beta) (eV) = -1.154 / -0.471
- E (a.u.) = -8632.784048
- highest occupied orbital energy (alpha / beta) (eV) = -8.11 / -8.12
- relative energy (zero: lowest compared OMol25 entry of this formula, charge and spin) (kJ/mol) = 204.33

Here are the Mulliken charges for atoms 1 to 5, given in e: number 1, Sb, carries 0.63; number 2, Sb, carries 0.80; number 3, C, carries -1.09; number 4, O, carries -0.78; number 5, C, carries 0.77